A:
Density functional theory data (ωB97M-V with the def2-TZVPD basis set) for a cluster of 4 separate species, C3H11NO4 in total.

```
! RIJCOSX wB97M-V def2-TZVPD def2/J DEFGRID3
* xyz 0 1
C -1.97164 0.86160 0.14338
C 0.62433 1.33008 -0.73029
O 1.66921 1.90904 -0.14393
C -1.53169 -0.44290 -0.23809
N -1.43346 -1.41561 0.68495
O -1.15608 -0.60570 -1.39315
H -2.29719 1.06657 1.14068
H -2.15053 1.56297 -0.67009
H 0.19598 0.68177 0.06842
H -0.05638 2.02599 -1.21606
H 0.96311 0.65634 -1.55358
H -1.62971 -1.09655 1.61216
H -0.76354 -2.16445 0.61480
H 0.33360 -1.48488 -1.06587
H 1.62905 -1.43358 -0.14207
O 1.04863 -2.01843 -0.67792
H 1.97834 1.14326 0.56263
H 2.31658 -0.52953 1.92226
O 2.23140 -0.04598 1.08180
*
```

- Frontier orbital gap: 4.6 eV
- HOMO level: -9.01 eV
- LUMO energy: -4.40 eV

These are the Löwdin partial charges, in e, on atoms 1 to 4: atom 1 (C): 0.311, atom 2 (C): -0.201, atom 3 (O): -0.019, atom 4 (C): -0.643

B:
Density functional theory data (ωB97M-V with the def2-TZVPD basis set) for a cluster of 3 separate species, C3H11NO4 in total.

```
! RIJCOSX wB97M-V def2-TZVPD def2/J DEFGRID3
* xyz 0 1
C 1.40899 1.27295 -0.03289
N 0.29980 0.35286 0.22435
C -0.90633 1.15973 -0.03282
C -2.05817 0.08386 0.05951
O -2.51488 -0.59818 -0.80321
O -2.28857 -0.07883 1.37797
H 2.36632 0.80171 -0.29858
H 1.53377 1.79228 0.93264
H 1.36192 2.04294 -0.81503
H 0.37809 -0.36608 -0.50349
H -0.69085 1.55865 -1.08291
H -1.19755 1.91942 0.71220
H -3.02161 -0.77590 1.47339
O -0.19091 -0.37022 -3.51199
H -0.88271 -0.90056 -3.96152
H 0.48891 -1.05110 -3.47042
O 2.21046 -2.54318 3.16736
H 1.48271 -2.24629 2.57009
H 2.22062 -2.05408 3.99534
*
```

- Frontier orbital gap: 10.0 eV
- HOMO level: -9.50 eV
- SMILES: CNCC(=O)O.O.O
- LUMO energy: 0.55 eV

These are the Löwdin partial charges, in e, on atoms 1 to 4: atom 1 (C): -0.164, atom 2 (N): -0.112, atom 3 (C): -0.141, atom 4 (C): -0.526

It is B that is most stable; the runner-up trails by 120.4 kcal/mol.

A:
Density functional theory data (ωB97M-V with the def2-TZVPD basis set) for the ion C11H14NOS with charge +1.

```
! RIJCOSX wB97M-V def2-TZVPD def2/J DEFGRID3
* xyz 1 1
C 0.18077 -2.21144 -1.49079
C -0.33622 -1.05624 -0.97344
O -1.66536 -1.00014 -0.69477
C -1.87148 -0.20659 0.44727
C -3.18159 0.50364 0.20684
C -1.78232 -0.97451 1.75534
N -0.73178 0.76974 0.40149
C -0.46829 1.43169 -0.85339
C 0.33550 0.14313 -0.49154
C 1.71082 0.21074 -0.06150
C 2.55326 1.19223 -0.46105
C 3.86938 0.98706 -0.13109
C 3.92664 -0.17322 0.55248
S 2.57097 -1.02639 0.82793
H -0.42720 -3.10476 -1.68008
H 1.22658 -2.33973 -1.68961
H -3.09161 1.00050 -0.72099
H -3.54171 1.24374 0.90274
H -4.00817 -0.17417 0.02216
H -0.80415 -1.38235 1.83053
H -2.54620 -1.66871 1.58004
H -2.05389 -0.17880 2.41192
H -0.38320 1.19115 1.27092
H 0.08991 2.38926 -0.86260
H -1.36552 1.27599 -1.58010
H 2.15202 1.98224 -1.06340
H 4.72025 1.59627 -0.33264
H 4.92260 -0.42034 0.87733
*
```

- Frontier orbital gap: 9.9 eV
- HOMO level: -12.63 eV
- SMILES: C=C1OC(C)(C)[N@@H+]2C[C@]12c1cccs1
- LUMO energy: -2.70 eV

These are the Löwdin partial charges, in e, on atoms 1 to 4: atom 1 (C): 0.161, atom 2 (C): -0.284, atom 3 (O): 0.036, atom 4 (C): -0.511

B:
Density functional theory data (ωB97M-V with the def2-TZVPD basis set) for a structure of composition C11H14NOS.

```
! RIJCOSX wB97M-V def2-TZVPD def2/J DEFGRID3
* xyz 1 1
C -3.94613 -1.18890 -1.00515
C -3.32654 -2.31105 -0.47487
C -3.39965 0.11142 -0.81232
C -2.03427 -2.21816 0.01558
C -2.16536 0.22716 -0.17469
C -1.50085 -0.93647 0.19740
C 2.64879 3.05641 -0.54986
C 1.71050 2.58348 0.18890
C 1.64753 1.12801 0.74646
C 1.64786 -0.15754 -0.16195
C 2.80366 -1.02202 -0.07216
N 0.31776 0.86597 1.39002
O 0.44710 -1.77015 1.82631
S 0.16391 -0.75857 0.82300
H -4.84831 -1.28751 -1.58458
H -3.54465 -3.26588 -0.85716
H -3.93262 0.91827 -1.36453
H -1.55609 -3.09711 0.43242
H -1.70534 1.17539 0.06671
H 2.67620 3.94297 -1.09783
H 3.29375 2.29596 -0.79895
H 1.00751 3.31731 0.56075
H 2.52782 0.82913 1.44770
H 1.22579 -0.02718 -1.14908
H 2.97808 -1.36752 1.00057
H 3.72428 -0.40513 -0.21445
H 2.85095 -1.75258 -0.81611
H 0.28831 1.11429 2.43789
*
```

- Frontier orbital gap: 9.5 eV
- HOMO level: -13.56 eV
- LUMO energy: -4.06 eV

These are the Löwdin partial charges, in e, on atoms 1 to 4: atom 1 (C): -0.023, atom 2 (C): -0.045, atom 3 (C): -0.025, atom 4 (C): -0.041

It is A that is most stable; the runner-up trails by 36.1 kcal/mol.

A:
Density functional theory data (ωB97M-V with the def2-TZVPD basis set) for an isolated molecule of C13H19NO.

```
! RIJCOSX wB97M-V def2-TZVPD def2/J DEFGRID3
* xyz 0 1
C -2.53586 -1.29256 1.17401
C -2.39935 -0.40242 -0.05931
C -3.01558 1.06896 0.30815
C -2.06074 2.08587 -0.64208
C -0.87193 0.98139 -1.16416
N -0.93242 -0.32708 -0.42359
C -0.40546 -1.48082 -0.91269
C 0.68616 -1.74780 0.19099
C 1.73026 -0.67918 -0.05437
C 3.06277 -0.93160 -0.40670
C 4.22874 -0.10653 -0.38146
C 3.94544 1.01685 0.18008
C 2.69429 1.46393 0.76448
C 1.55889 0.41339 0.71399
O 0.46723 0.65212 1.41186
H -3.34631 -1.39413 1.74753
H -2.26242 -2.35015 0.92687
H -1.88034 -0.67828 1.74296
H -3.14979 -0.78270 -0.76619
H -2.90764 1.32640 1.29804
H -4.04216 1.00630 -0.02734
H -2.54912 2.45778 -1.73935
H -1.59588 2.96985 -0.05476
H -1.04243 0.83877 -2.39735
H 0.12744 1.39495 -1.15610
H -1.34162 -2.27851 -1.14158
H 0.33810 -1.20968 -1.72499
H 1.13639 -2.91260 0.44802
H 0.73155 -1.39973 1.39797
H 3.36267 -1.97795 -0.97710
H 5.22283 0.06847 -0.73414
H 4.61643 1.84886 -0.04939
H 2.57121 2.22176 1.60918
H -0.14137 0.13607 0.89852
*
```

- Frontier orbital gap: 9.0 eV
- HOMO level: -8.03 eV
- SMILES: C[C@H]1CCCN1CCc1ccccc1O
- LUMO energy: 0.94 eV

These are the Löwdin partial charges, in e, on atoms 1 to 4: atom 1 (C): -0.045, atom 2 (C): -0.327, atom 3 (C): -0.077, atom 4 (C): -0.085

B:
Density functional theory data (ωB97M-V with the def2-TZVPD basis set) for an isolated molecule of C13H19NO.

```
! RIJCOSX wB97M-V def2-TZVPD def2/J DEFGRID3
* xyz 0 1
C 3.24184 2.08982 1.09622
C 1.72839 1.99442 0.91205
C 1.24772 2.94734 -0.18191
N 1.33859 0.62162 0.60488
C 1.73983 -0.06227 -0.48956
O 2.48238 0.39191 -1.33565
C 1.17113 -1.47126 -0.58768
C 0.29817 -1.59912 -1.83852
C -0.93455 -0.68804 -1.78191
C -1.79750 -0.96910 -0.58423
C -1.96837 -0.01826 0.41382
C -2.74115 -0.29032 1.52981
C -3.35785 -1.52188 1.66306
C -3.20457 -2.47398 0.66905
C -2.43260 -2.19816 -0.44459
H 3.52169 3.10364 1.36894
H 3.57223 1.41077 1.87925
H 3.73664 1.82183 0.16739
H 1.23344 2.24950 1.85651
H 0.16636 2.89248 -0.29131
H 1.71146 2.67681 -1.12606
H 1.52023 3.96917 0.06713
H 0.69766 0.17124 1.23660
H 0.59552 -1.73045 0.30233
H 2.01354 -2.16046 -0.67436
H 0.89816 -1.32703 -2.70845
H -0.01555 -2.63883 -1.94910
H -0.60649 0.35290 -1.76446
H -1.51938 -0.84079 -2.69296
H -1.49830 0.94988 0.31102
H -2.86359 0.46198 2.29604
H -3.95986 -1.73695 2.53349
H -3.69079 -3.43426 0.76197
H -2.32443 -2.94417 -1.21881
*
```

- Frontier orbital gap: 10.0 eV
- HOMO level: -9.21 eV
- SMILES: CC(C)NC(=O)CCCc1ccccc1
- LUMO energy: 0.80 eV

These are the Löwdin partial charges, in e, on atoms 1 to 4: atom 1 (C): -0.058, atom 2 (C): -0.399, atom 3 (C): -0.055, atom 4 (N): 0.092

It is B that is most stable; the runner-up trails by 221.8 kcal/mol.

A:
Density functional theory data (ωB97M-V with the def2-TZVPD basis set) for a cluster of 2 separate species, C3H9BNO2 in total.

```
! RIJCOSX wB97M-V def2-TZVPD def2/J DEFGRID3
* xyz 1 1
B -1.73905 -0.08420 -0.10815
C 2.28268 -1.00051 0.61055
C 1.30997 -0.26939 0.14843
C -0.70425 -1.11312 -0.75916
N 1.20755 1.22742 -0.06994
O -2.70257 -0.68476 0.61377
O -1.53815 1.24582 -0.16234
H 3.28966 -0.61105 0.88863
H 2.23900 -2.11102 0.57496
H -0.33542 -2.11853 -0.42876
H -0.59895 -0.75499 -1.75260
H 0.12142 1.28914 0.02154
H 1.03493 1.43204 -1.04353
H 1.72168 1.83411 0.47909
H -3.48495 -0.10661 0.68041
H -2.10355 1.82565 0.30710
*
```

- Frontier orbital gap: 9.7 eV
- HOMO level: -13.90 eV
- LUMO energy: -4.15 eV

These are the Löwdin partial charges, in e, on atoms 1 to 4: atom 1 (B): -0.728, atom 2 (C): 0.023, atom 3 (C): -0.111, atom 4 (C): 0.235

B:
Density functional theory data (ωB97M-V with the def2-TZVPD basis set) for the ion C3H9BNO2 with charge +1.

```
! RIJCOSX wB97M-V def2-TZVPD def2/J DEFGRID3
* xyz 1 1
N 1.05762 -1.57841 0.00049
C 0.33970 -0.28405 0.58640
C 0.64966 0.93741 -0.32596
C -0.45570 1.87650 0.12282
O -1.61763 1.00140 0.09324
B -1.27482 -0.32231 0.24353
O -1.79487 -1.49956 -0.18959
H 1.19107 -1.43430 -0.94452
H 0.44889 -2.31951 0.11713
H 2.01654 -1.78750 0.42878
H 0.74011 -0.10615 1.55239
H 0.64989 0.64177 -1.41192
H 1.55674 1.20554 0.00490
H -0.26603 2.26052 1.09697
H -0.66555 2.71230 -0.58030
H -2.57563 -1.30366 -0.79437
*
```

- Frontier orbital gap: 11.5 eV
- HOMO level: -15.06 eV
- SMILES: [NH3+][C@H]1CCOB1O
- LUMO energy: -3.53 eV

These are the Löwdin partial charges, in e, on atoms 1 to 4: atom 1 (N): 0.251, atom 2 (C): -0.073, atom 3 (C): -0.102, atom 4 (C): -0.100

It is B that is most stable; the runner-up trails by 78.1 kcal/mol.